{
  "formula": "C5H20CuN10O5",
  "method": "wB97M-V/def2-TZVPD",
  "species": ["Cu", "C", "O", "N", "N", "H", "H", "H", "H", "C", "O", "N", "N", "H", "H", "H", "H", "C", "O", "N", "N", "H", "H", "H", "H", "C", "O", "N", "N", "H", "H", "H", "H", "C", "O", "N", "N", "H", "H", "H", "H"],
  "positions_angstrom": [[-0.07504, -0.38001, 0.08356], [-0.02342, -1.19812, -2.30073], [-0.26615, -1.42033, -1.13441], [-0.01976, -0.10904, -2.93309], [0.19806, -2.25602, -3.05484], [-0.18379, 0.79517, -2.51404], [0.27322, -0.23043, -3.89201], [0.06164, -3.15329, -2.61166], [-0.08249, -2.15998, -4.02032], [-2.28905, 0.39998, 1.15990], [-1.51878, -0.25102, 0.49924], [-3.61834, 0.43960, 1.05337], [-1.91485, 1.24609, 2.07264], [-3.87966, -0.20844, 0.32408], [-4.21194, 1.05574, 1.59013], [-2.71390, 1.68427, 2.50811], [-0.94989, 1.49593, 2.23552], [0.43806, 2.91650, -0.28029], [0.18593, 3.42300, -1.33934], [-0.09659, 1.83390, 0.10362], [1.19739, 3.35234, 0.71236], [-0.15429, 1.45783, 1.03921], [-0.80460, 1.59554, -0.57608], [1.30842, 4.35242, 0.79959], [0.96189, 2.90716, 1.58783], [-0.15026, -2.05416, 1.98111], [0.56328, -1.66380, 1.09415], [0.15838, -2.79756, 2.97500], [-1.41565, -1.84373, 1.86507], [-0.46252, -3.09611, 3.71354], [1.08985, -3.18804, 2.97196], [-2.02398, -2.02673, 2.65027], [-1.61971, -1.12570, 1.18472], [2.44357, -0.09498, -0.80104], [1.57597, -0.33674, -0.01085], [2.95427, 1.07930, -1.01549], [2.77084, -0.94785, -1.68214], [3.77038, 1.10602, -1.60993], [2.70017, 1.94223, -0.55629], [2.38459, -1.85911, -1.48088], [3.43874, -0.68180, -2.39153]],
  "molar_mass_g_mol": 363.826,
  "energy_ev": -75273.020,
  "largest_force_ev_per_a": 16.01,
  "charge": 1,
  "homo_energy_ev": -8.66,
  "e_above_lowest_ev": 14.870
}



{
  "formula": "C21H64N4O9",
  "method": "wB97M-V/def2-TZVPD",
  "species": ["C", "C", "C", "O", "C", "N", "H", "H", "H", "H", "H", "H", "H", "H", "H", "H", "H", "C", "C", "C", "O", "C", "N", "H", "H", "H", "H", "H", "H", "H", "H", "H", "H", "H", "C", "C", "C", "O", "C", "N", "H", "H", "H", "H", "H", "H", "H", "H", "H", "H", "H", "C", "C", "C", "O", "C", "N", "H", "H", "H", "H", "H", "H", "H", "H", "H", "H", "H", "C", "O", "H", "H", "H", "H", "C", "O", "H", "H", "H", "H", "C", "O", "H", "H", "H", "H", "C", "O", "H", "H", "H", "H", "C", "O", "H", "H", "H", "H"],
  "positions_angstrom": [[3.30564, -0.66295, -4.25027], [2.59331, 0.55927, -3.69819], [1.19255, 0.20965, -3.10349], [0.27520, -0.19222, -4.10244], [-0.89763, -0.93202, -3.74496], [3.51714, 1.17782, -2.76638], [4.30109, -0.34202, -4.55716], [2.84156, -1.03568, -5.16340], [3.36698, -1.62713, -3.74559], [2.55300, 1.21844, -4.56536], [0.79686, 1.01036, -2.47867], [1.10720, -0.67962, -2.47898], [-1.50556, -1.13592, -4.62640], [-1.57269, -0.39404, -3.07940], [-0.71529, -1.87800, -3.23508], [4.24454, 1.67631, -3.25882], [3.01086, 1.87919, -2.24498], [4.91916, -0.99611, -0.66858], [3.79045, -1.64271, 0.11164], [3.86571, -1.78219, 1.65271], [4.83794, -2.63537, 2.19513], [4.87721, -4.01654, 1.75227], [2.62264, -0.90024, -0.27136], [4.81113, -1.09181, -1.74898], [5.85236, -1.53449, -0.50308], [5.02902, 0.06830, -0.46110], [3.85627, -2.60395, -0.39805], [2.90437, -2.01610, 2.11010], [4.02960, -0.79472, 2.08415], [3.94461, -4.50184, 2.04011], [5.68968, -4.49407, 2.29995], [5.07927, -4.07602, 0.68282], [2.66769, -0.62142, -1.24107], [2.53692, -0.07364, 0.30265], [-2.01340, -1.71146, 1.04451], [-0.82492, -1.10203, 0.20924], [-0.31101, 0.19212, 1.05484], [-1.31447, 1.24075, 0.83304], [-1.23109, 1.89827, -0.46350], [0.10633, -2.17119, -0.08051], [-1.54051, -2.01968, 1.97697], [-2.62813, -2.53817, 0.68850], [-2.74133, -0.98039, 1.39632], [-1.17889, -0.78497, -0.77172], [0.68996, 0.55800, 0.82616], [-0.14154, -0.06541, 2.10033], [-0.30463, 2.41163, -0.72088], [-2.08657, 2.56817, -0.55007], [-1.34365, 1.19139, -1.28554], [0.94878, -1.61942, -0.15751], [0.27544, -2.71031, 0.75666], [-5.99624, 3.82961, 1.03092], [-5.03701, 3.73530, -0.15380], [-5.17486, 2.48571, -0.95803], [-4.50251, 2.42208, -2.18348], [-4.70475, 1.20058, -2.91640], [-5.47863, 4.85788, -0.97301], [-7.06225, 3.88901, 0.81138], [-5.88912, 4.75999, 1.58862], [-5.76549, 3.03634, 1.74197], [-3.97860, 3.91004, 0.03946], [-6.25160, 2.31824, -0.93190], [-4.85389, 1.60057, -0.40884], [-4.44863, 1.23795, -3.97522], [-5.71974, 0.80458, -2.94922], [-4.18863, 0.39023, -2.40157], [-5.32159, 4.60671, -1.93860], [-6.48507, 4.93783, -0.94525], [0.89123, -4.61722, 2.02214], [0.52139, -3.61200, 2.95649], [1.53710, -4.20768, 1.24547], [1.50871, -5.32481, 2.57544], [0.08184, -5.08813, 1.46427], [0.10026, -3.90490, 3.76795], [1.68324, 4.07860, -0.35339], [2.37029, 2.93257, -0.83293], [2.36477, 4.66624, 0.26165], [1.36852, 4.69864, -1.19279], [0.79875, 3.85749, 0.24402], [2.96371, 2.64214, -0.13643], [-2.56907, 2.72926, 3.28265], [-2.72552, 3.18701, 4.62079], [-1.50659, 2.50492, 3.18828], [-3.22580, 1.90358, 3.00866], [-2.81864, 3.45403, 2.50771], [-3.63710, 3.00793, 4.86277], [0.19015, 1.11969, 5.46886], [0.63028, 1.45334, 6.78940], [-0.88963, 0.97100, 5.46050], [0.40130, 1.84337, 4.68158], [0.60123, 0.23829, 4.97667], [0.22585, 2.27104, 7.08840], [1.26609, -5.32623, -1.36688], [-0.04134, -4.82653, -1.45574], [1.56429, -5.76561, -2.31879], [1.90043, -4.44711, -1.25351], [1.22694, -6.05126, -0.55393], [-0.01310, -3.90647, -1.18315]],
  "molar_mass_g_mol": 516.762,
  "energy_ev": -47194.758,
  "largest_force_ev_per_a": 2.95,
  "s_squared": 0.750,
  "charge": -1,
  "multiplicity": 2,
  "homo_energy_ev": [0.49, -6.24],
  "e_above_lowest_ev": 0.495
}



{
  "formula": "C4H9N7",
  "method": "wB97M-V/def2-TZVPD",
  "species": ["C", "C", "C", "C", "N", "N", "N", "N", "N", "N", "N", "H", "H", "H", "H", "H", "H", "H", "H", "H"],
  "positions_angstrom": [[0.87011, 0.17382, 0.10880], [-0.65359, 0.27457, -0.20698], [1.06070, -0.06766, 1.58930], [1.46974, -0.77905, -0.83847], [1.38364, 1.54619, -0.27861], [0.45214, 2.18799, -0.74435], [-2.26222, -1.40301, -0.41906], [-2.56582, -0.82406, 0.62934], [-0.77542, 1.56841, -0.88377], [-1.06998, -0.96158, -0.92354], [-1.62919, 0.22673, 0.79730], [2.04734, -0.46331, 1.85720], [0.25811, -0.74809, 1.80175], [0.89945, 0.81706, 2.04609], [2.47351, -0.93267, -0.46617], [1.35988, -0.51005, -1.88919], [0.83176, -1.61247, -0.69899], [-1.59898, 2.02839, -1.26668], [-1.04329, -1.13322, -1.92891], [-1.50789, 0.61201, 1.71494]],
  "molar_mass_g_mol": 155.165,
  "energy_ev": -14720.518,
  "largest_force_ev_per_a": 3.60,
  "charge": 0,
  "smiles": "CC1(C)N=NNC12NN=NN2",
  "homo_energy_ev": -8.69,
  "e_above_lowest_ev": 3.479
}



> Among the records above, which one has the highest charge?

C5H20CuN10O5



> Look up the charge of the second one.

-1



> charge of number 3 (C4H9N7)?

0



Copy entry 1 word for word.
{
  "formula": "C5H20CuN10O5",
  "method": "wB97M-V/def2-TZVPD",
  "species": ["Cu", "C", "O", "N", "N", "H", "H", "H", "H", "C", "O", "N", "N", "H", "H", "H", "H", "C", "O", "N", "N", "H", "H", "H", "H", "C", "O", "N", "N", "H", "H", "H", "H", "C", "O", "N", "N", "H", "H", "H", "H"],
  "positions_angstrom": [[-0.07504, -0.38001, 0.08356], [-0.02342, -1.19812, -2.30073], [-0.26615, -1.42033, -1.13441], [-0.01976, -0.10904, -2.93309], [0.19806, -2.25602, -3.05484], [-0.18379, 0.79517, -2.51404], [0.27322, -0.23043, -3.89201], [0.06164, -3.15329, -2.61166], [-0.08249, -2.15998, -4.02032], [-2.28905, 0.39998, 1.15990], [-1.51878, -0.25102, 0.49924], [-3.61834, 0.43960, 1.05337], [-1.91485, 1.24609, 2.07264], [-3.87966, -0.20844, 0.32408], [-4.21194, 1.05574, 1.59013], [-2.71390, 1.68427, 2.50811], [-0.94989, 1.49593, 2.23552], [0.43806, 2.91650, -0.28029], [0.18593, 3.42300, -1.33934], [-0.09659, 1.83390, 0.10362], [1.19739, 3.35234, 0.71236], [-0.15429, 1.45783, 1.03921], [-0.80460, 1.59554, -0.57608], [1.30842, 4.35242, 0.79959], [0.96189, 2.90716, 1.58783], [-0.15026, -2.05416, 1.98111], [0.56328, -1.66380, 1.09415], [0.15838, -2.79756, 2.97500], [-1.41565, -1.84373, 1.86507], [-0.46252, -3.09611, 3.71354], [1.08985, -3.18804, 2.97196], [-2.02398, -2.02673, 2.65027], [-1.61971, -1.12570, 1.18472], [2.44357, -0.09498, -0.80104], [1.57597, -0.33674, -0.01085], [2.95427, 1.07930, -1.01549], [2.77084, -0.94785, -1.68214], [3.77038, 1.10602, -1.60993], [2.70017, 1.94223, -0.55629], [2.38459, -1.85911, -1.48088], [3.43874, -0.68180, -2.39153]],
  "molar_mass_g_mol": 363.826,
  "energy_ev": -75273.020,
  "largest_force_ev_per_a": 16.01,
  "charge": 1,
  "homo_energy_ev": -8.66,
  "e_above_lowest_ev": 14.870
}